{
  "formula": "C6H9ClN",
  "method": "ωB97M-V with the def2-TZVPD basis set",
  "max_force_ev_per_a": 3.61,
  "orbital_gap_ev": 6.739,
  "homo_ev": -13.3,
  "e_above_lowest_kj_mol": 320.9,
  "spin_multiplicity": 1,
  "e_tot_ha": -748.5439,
  "charge": 1,
  "species": ["C", "C", "C", "C", "C", "C", "N", "Cl", "H", "H", "H", "H", "H", "H", "H", "H", "H"],
  "positions_angstrom": [[1.13, -0.30, 1.71], [-0.27, 0.63, -0.86], [0.46, -1.35, 1.36], [0.94, 1.19, 1.30], [-0.31, 1.33, 0.44], [-1.09, -1.21, -2.17], [-1.09, -0.28, -1.08], [-0.23, -2.74, 1.13], [1.88, -0.49, 2.43], [0.53, 0.96, -1.50], [0.99, 1.57, 2.41], [1.83, 1.58, 0.81], [-0.44, 2.46, 0.22], [-1.19, 1.08, 0.96], [-1.90, -1.90, -2.00], [-0.11, -1.70, -2.05], [-1.13, -0.84, -3.11]],
  "mulliken_charge": [0.069, -0.025, 0.130, -0.396, -0.816, -0.875, -0.373, 0.051, 0.422, 0.426, 0.322, 0.354, 0.342, 0.375, 0.269, 0.323, 0.401]
}